[1]
This record from the OMol25 dataset describes a molecular structure, C34H36IrN6O2 at a distorted geometry. The level of theory is ωB97M-V/def2-TZVPD.

```
79
Properties=species:S:1:pos:R:3
Ir -0.070 0.593 0.095
O 2.360 0.223 -0.167
N 3.092 -0.606 0.366
N 2.502 -1.296 1.379
O 1.283 -1.075 1.588
C 3.207 -2.196 2.207
C 4.410 -2.816 1.755
C 5.094 -3.598 2.686
C 4.616 -3.791 3.973
C 3.427 -3.178 4.386
C 2.674 -2.379 3.466
H 4.777 -2.648 0.766
H 6.000 -4.133 2.346
H 5.223 -4.369 4.654
H 3.009 -3.312 5.314
H 1.840 -1.862 3.880
N 6.377 8.967 -1.316
C 5.548 8.264 -1.021
C 4.482 7.369 -0.717
C 3.418 7.674 0.140
C 2.346 6.816 0.319
C 2.437 5.629 -0.394
C 3.460 5.316 -1.261
C 4.515 6.175 -1.447
N 1.378 4.645 -0.243
C 0.034 4.800 0.039
C -0.468 3.554 0.190
N 0.537 2.602 0.087
C 1.640 3.336 -0.197
H 3.436 8.706 0.552
H 1.455 7.086 0.916
H 3.411 4.395 -1.807
H 5.179 6.012 -2.266
H -0.387 5.778 0.082
H -1.446 3.313 0.440
H 2.599 2.961 -0.426
C -3.125 0.119 4.480
C -3.457 -0.492 3.142
C -4.691 -0.941 2.696
C -4.942 -1.361 1.331
C -6.411 -1.701 1.012
C -3.950 -1.256 0.430
C -2.634 -0.817 0.842
C -2.411 -0.475 2.212
N -1.555 -0.927 -0.012
C -1.452 -1.767 -1.271
C 0.066 -2.013 -1.570
C 0.316 -2.715 -2.891
C -0.194 -1.734 -3.955
C -1.692 -1.493 -3.813
C -2.438 -2.857 -3.814
C -1.935 -3.780 -2.705
C -0.456 -4.049 -2.904
C -2.280 -3.095 -1.317
C -1.925 -0.878 -2.457
H -2.036 0.114 4.637
H -3.646 -0.311 5.308
H -3.454 1.190 4.488
H -5.551 -1.028 3.369
H -6.939 -2.108 1.937
H -6.434 -2.558 0.275
H -7.024 -0.891 0.662
H -4.059 -1.380 -0.606
H -1.449 -0.125 2.561
H 0.559 -2.634 -0.836
H 0.520 -1.028 -1.632
H 1.386 -2.918 -2.923
H 0.001 -2.256 -4.909
H 0.383 -0.817 -3.982
H -2.006 -0.855 -4.626
H -2.248 -3.395 -4.712
H -3.480 -2.593 -3.654
H -2.579 -4.634 -2.722
H -0.355 -4.565 -3.912
H -0.033 -4.721 -2.140
H -2.038 -3.792 -0.489
H -3.388 -2.900 -1.302
H -2.968 -0.648 -2.253
H -1.388 0.131 -2.338
```

- net charge = +2
- HOMO energy (alpha / beta) (Ha) = -0.5041 / -0.4891
- multiplicity = 6
- <S²> = 8.812

Mulliken population analysis, charges in e, atoms 1 to 4: 1.294 -0.210 -0.536 0.878



[2]
This record from the OMol25 dataset describes a molecular structure, C34H36MnN9P2S2Se2. The level of theory is ωB97M-V/def2-TZVPD.

```
86
Properties=species:S:1:pos:R:3
Mn -1.366 -2.603 0.729
C -3.040 -1.026 5.465
C -3.754 -1.422 4.229
N -5.040 -1.439 4.060
N -5.210 -1.835 2.755
C -4.062 -2.068 2.128
S -3.742 -2.547 0.536
N -3.132 -1.828 3.062
N -1.779 -1.896 2.734
H -3.774 -0.794 6.231
H -2.421 -0.146 5.283
H -2.398 -1.830 5.829
H -6.135 -1.914 2.362
H -1.446 -0.930 2.572
H -1.271 -2.318 3.509
Se 2.816 -1.184 -3.358
P 2.601 0.244 -1.832
C 4.024 0.514 -0.762
C 5.108 -0.352 -0.814
C 6.190 -0.148 0.032
C 6.192 0.918 0.919
C 5.103 1.780 0.980
C 4.017 1.577 0.145
C 2.117 1.827 -2.536
C 2.991 2.906 -2.621
C 2.627 4.039 -3.336
C 1.397 4.096 -3.977
C 0.532 3.008 -3.917
C 0.897 1.876 -3.209
C 1.345 -0.275 -0.578
C 0.176 0.175 0.065
N -0.239 -0.860 0.802
N 0.583 -1.874 0.634
N 1.544 -1.558 -0.194
P -0.718 1.726 0.461
Se -2.045 1.445 2.115
C -1.667 2.197 -0.989
C -2.127 1.196 -1.842
C -2.957 1.513 -2.905
C -3.345 2.830 -3.111
C -2.921 3.825 -2.239
C -2.090 3.510 -1.174
C 0.552 2.956 0.833
C 1.133 2.894 2.104
C 2.117 3.796 2.463
C 2.522 4.779 1.566
C 1.958 4.836 0.302
C 0.980 3.921 -0.071
H 5.096 -1.172 -1.521
H 7.035 -0.823 -0.005
H 7.045 1.081 1.565
H 5.100 2.607 1.677
H 3.161 2.245 0.204
H 3.961 2.866 -2.142
H 3.312 4.874 -3.403
H 1.123 4.975 -4.545
H -0.417 3.035 -4.435
H 0.250 1.010 -3.213
H -1.831 0.166 -1.679
H -3.302 0.734 -3.572
H -3.985 3.080 -3.946
H -3.241 4.847 -2.386
H -1.795 4.284 -0.476
H 0.795 2.150 2.814
H 2.563 3.739 3.447
H 3.275 5.500 1.856
H 2.281 5.588 -0.405
H 0.568 3.966 -1.071
N -2.081 -5.491 0.750
C -1.898 -6.702 1.308
C -0.957 -6.550 2.296
C -0.631 -5.186 2.270
N -1.318 -4.552 1.331
H -2.757 -5.217 0.053
H -2.444 -7.564 0.967
H -0.558 -7.311 2.942
H 0.081 -4.644 2.871
C -2.610 -3.752 -2.287
S -1.227 -2.839 -1.608
C 0.108 -4.013 -1.903
H -2.416 -3.935 -3.342
H -3.505 -3.139 -2.189
H -2.765 -4.706 -1.785
H -0.194 -5.006 -1.573
H 0.972 -3.667 -1.341
H 0.361 -4.016 -2.961
```

- net charge = +1
- HOMO energy (alpha / beta) (Ha) = -0.3572 / -0.3573
- multiplicity = 2
- <S²> = 0.916

Mulliken population analysis, charges in e, atoms 1 to 4: 0.521 -1.196 0.957 -0.800



[3]
This record from the OMol25 dataset describes a molecular structure, C34H36N2NiOP2Se at a distorted geometry. The level of theory is ωB97M-V/def2-TZVPD.

```
77
Properties=species:S:1:pos:R:3
Ni -0.358 0.632 -0.704
C -0.088 -2.265 2.646
N 0.139 -1.048 1.838
P -1.278 -0.117 1.438
C -2.063 0.106 3.076
C -1.297 0.265 4.230
C -1.925 0.481 5.446
C -3.315 0.550 5.512
C -4.077 0.395 4.364
C -3.451 0.163 3.141
C -0.597 1.638 1.310
C 0.649 2.033 1.823
C 0.993 3.368 1.866
C 0.098 4.333 1.399
C -1.137 3.960 0.900
C -1.489 2.613 0.857
P 1.326 -1.076 0.568
C 2.737 -1.613 1.600
C 3.498 -0.613 2.204
C 4.505 -0.934 3.105
C 4.770 -2.267 3.398
C 4.033 -3.271 2.782
C 3.022 -2.946 1.886
C 0.971 -2.550 -0.449
C 2.009 -3.127 -1.181
C 1.759 -4.159 -2.073
C 0.461 -4.623 -2.251
C -0.582 -4.046 -1.540
C -0.328 -3.012 -0.647
H -1.095 -2.277 3.058
H 0.611 -2.307 3.482
H 0.035 -3.165 2.042
H -0.214 0.223 4.170
H -1.333 0.600 6.345
H -3.801 0.723 6.463
H -5.157 0.447 4.415
H -4.041 0.028 2.241
H 1.335 1.282 2.195
H 1.957 3.666 2.257
H 0.372 5.381 1.427
H -1.831 4.705 0.533
H -2.455 2.314 0.468
H 3.319 0.428 1.954
H 5.087 -0.147 3.567
H 5.555 -2.524 4.097
H 4.241 -4.312 2.998
H 2.454 -3.738 1.414
H 3.025 -2.767 -1.060
H 2.575 -4.594 -2.635
H 0.263 -5.424 -2.951
H -1.599 -4.388 -1.687
H -1.161 -2.559 -0.124
C 0.066 -0.885 -3.940
C 0.956 0.260 -3.483
C 0.716 1.494 -4.337
C 2.427 -0.140 -3.594
O 0.701 0.534 -2.120
H 0.327 -1.176 -4.961
H -0.988 -0.598 -3.909
H 0.202 -1.752 -3.284
H 0.960 1.298 -5.385
H 1.341 2.320 -3.985
H -0.326 1.801 -4.282
H 2.713 -0.334 -4.633
H 2.616 -1.047 -3.011
H 3.058 0.661 -3.202
Se -2.619 0.536 -1.637
C -2.750 2.084 -2.730
C -1.936 3.208 -2.591
C -2.154 4.314 -3.395
N -3.113 4.397 -4.323
C -3.882 3.313 -4.454
C -3.744 2.158 -3.700
H -1.118 3.215 -1.883
H -1.516 5.187 -3.290
H -4.658 3.368 -5.211
H -4.407 1.319 -3.869
```

- HOMO energy (alpha / beta) (Ha) = -0.2639 / -0.2611
- multiplicity = 3
- <S²> = 2.017
- ΔE to the lowest compared entry with this formula, charge and spin (eV) = 1.089

Mulliken population analysis, charges in e, atoms 1 to 4: 0.807 -1.289 0.404 0.225



| no. | E (eV) |
| --- | --- |
| 1 | -51692.6086 |
| 2 | -251509.5306 |
| 3 | -165836.6160 |